147
Properties=species:S:1:pos:R:3 method="wB97M-V/def2-TZVPD" mol_weight_g_mol=4964.64 max_force_ev_per_a=1.836 e_tot_ha=-141104.1784 homo_energy_ha=-0.327 multiplicity=1 homo_lumo_gap_ev=8.16
C -2.62747 -3.00201 2.98394
C -1.87530 -2.31427 1.83831
C -1.15379 -3.28937 0.89401
C -1.28541 -2.95474 -0.58783
O -0.15397 -2.28333 -1.16062
C 0.27429 -1.24684 -0.36057
C 1.44162 -1.43408 0.35643
C 1.92439 -0.49935 1.25756
C 3.17383 -0.78466 2.05018
C 2.89305 -1.09298 3.52621
C 2.82292 -2.57460 3.82647
F 1.71396 -0.50225 3.97381
C 1.16634 0.66698 1.40509
C 0.00689 0.88997 0.64485
C -0.47430 -0.06174 -0.26938
C -1.73242 0.16257 -1.08658
N -1.61227 -0.11154 -2.50775
C -0.70018 2.18755 0.92204
O -1.17555 2.90282 0.07882
C -0.72634 2.55472 2.36871
C -1.86054 3.08685 2.96807
C -1.83421 3.36089 4.34302
C -3.08069 3.88794 5.00682
C -4.26116 2.93406 4.82482
F -4.74879 2.52637 6.06298
C -0.66076 3.14018 5.06186
C 0.47998 2.63070 4.45391
C 0.43131 2.32151 3.10749
C 1.56580 1.71157 2.39333
O 2.71055 2.04287 2.59159
H -2.01397 -3.12383 3.87052
H -2.98416 -3.98794 2.68960
H -3.51028 -2.41754 3.23317
H -1.14670 -1.64463 2.29769
H -2.58185 -1.69261 1.29269
H -0.12254 -3.44518 1.19862
H -1.65152 -4.25028 1.02750
H -1.37708 -3.89023 -1.13301
H -2.20921 -2.40272 -0.76559
H 1.94241 -2.38138 0.21392
H 3.83423 0.06616 1.95361
H 3.68343 -1.63685 1.60827
H 3.71516 -0.67788 4.10621
H 3.61055 -3.13027 3.33082
H 2.84531 -2.73157 4.90124
H 1.84385 -2.93137 3.50299
H -2.53787 -0.43047 -0.66121
H -2.05906 1.18633 -0.98855
H -0.78271 0.29237 -2.91353
H -1.69661 -1.08724 -2.73987
H -2.73430 3.26548 2.35686
H -3.33377 4.87343 4.62375
H -2.88936 3.96641 6.07507
H -3.96557 2.02789 4.30362
H -5.06880 3.37362 4.24352
H -0.64820 3.35421 6.12066
H 1.37500 2.44993 5.02633
C 1.60754 -2.34336 -4.68457
Br 2.89041 -2.76457 -3.32854
Br -0.07886 -3.16644 -4.28537
Br 1.43965 -0.44151 -4.94595
H 1.96977 -2.76126 -5.61241
C -4.35890 -4.54069 -4.64948
Br -3.31307 -4.60859 -6.26179
Br -5.01238 -6.27227 -4.14803
Br -3.38276 -3.70657 -3.21346
H -5.22034 -3.91992 -4.85255
C -8.63549 -5.65366 -7.06985
Br -6.72290 -5.43455 -7.03314
Br -9.13557 -7.29997 -7.92003
Br -9.40189 -5.49099 -5.31182
H -9.03825 -4.84976 -7.66702
C -1.61961 5.21826 -0.65612
Br -2.43089 6.90592 -0.21213
Br -1.71789 4.85232 -2.54126
Br 0.18144 5.10805 -0.01053
H -2.18145 4.44531 -0.15156
C 5.34426 0.38654 -1.97277
Br 6.15111 2.08329 -1.55400
Br 6.59104 -1.06523 -1.77946
Br 3.75993 0.02138 -0.94568
H 5.04142 0.42693 -3.00988
C 2.67549 6.38402 3.65754
Br 3.96579 5.89746 4.99496
Br 0.98701 5.50178 3.93989
Br 2.47235 8.29743 3.51898
H 3.06932 6.03707 2.71199
C -11.87622 -3.79632 -9.86030
Br -9.96982 -3.53344 -9.84500
Br -12.34968 -5.45847 -10.69847
Br -12.61324 -3.65083 -8.09142
H -12.30184 -3.00206 -10.45519
C 5.92626 -4.94085 0.60684
Br 4.40062 -4.15291 -0.25518
Br 6.90948 -3.62716 1.61188
Br 5.43012 -6.44760 1.69018
H 6.58120 -5.30179 -0.17343
C 5.18010 5.67318 -0.66812
Br 6.57686 5.39128 0.61525
Br 3.61244 4.71065 -0.11058
Br 4.81471 7.53156 -0.99404
H 5.50479 5.24561 -1.60598
C 4.96501 1.58103 5.57757
Br 5.68758 3.28820 6.07234
Br 6.30914 0.20239 5.62530
Br 3.44792 1.11433 6.66367
H 4.62081 1.66295 4.55378
C 1.74565 2.56821 -7.87631
Br -0.10345 2.88609 -8.28860
Br 2.13728 2.97197 -6.03386
Br 2.28400 0.78498 -8.35717
H 2.32998 3.24721 -8.47884
C 7.43115 10.18293 1.29342
Br 8.20134 11.88341 1.76201
Br 8.72163 8.76247 1.41459
Br 5.85180 9.80385 2.32025
H 7.12629 10.24655 0.25893
C -5.61255 4.88920 8.16803
Br -4.34215 4.42917 9.53503
Br -7.38245 4.28766 8.61270
Br -5.57798 6.77161 7.76957
H -5.31457 4.36383 7.27287
C 8.07785 -4.64070 -3.76074
Br 6.22656 -4.27929 -4.13170
Br 8.52657 -4.15676 -1.95178
Br 8.54131 -6.46730 -4.13599
H 8.66931 -4.01630 -4.41390
C -7.71409 -10.68198 -10.47920
Br -9.56891 -10.46267 -10.00184
Br -6.62588 -9.24832 -9.80764
Br -7.04495 -12.39956 -9.93508
H -7.65988 -10.64507 -11.55682
C -2.13610 -4.37408 6.82782
Br -1.25413 -5.58427 5.61887
Br -3.94648 -4.01647 6.28668
Br -2.05123 -5.00373 8.64209
H -1.60020 -3.43699 6.78985
C -5.86484 -0.23269 0.95502
Br -4.32593 0.84313 1.38099
Br -5.37536 -1.74959 -0.11764
Br -6.81946 -0.75497 2.53766
H -6.52887 0.37932 0.36276
C 10.91469 4.99306 -0.70882
Br 10.74716 6.11419 -2.26158
Br 11.00547 6.03239 0.90947
Br 9.52927 3.66018 -0.63186
H 11.85145 4.46356 -0.79683

=====

116
Properties=species:S:1:pos:R:3 method="wB97M-V/def2-TZVPD" mol_weight_g_mol=1184.90 max_force_ev_per_a=1.199 e_tot_ha=-6189.8637 homo_energy_ha="-0.353 / -0.381" multiplicity=5 charge=+1 homo_lumo_gap_ev="6.92 / 5.33"
Pt -0.53867 0.04417 0.71294
O 3.92113 -2.80240 4.63454
C 2.66379 -2.79442 5.05294
O 2.35402 -3.13736 6.15966
C 1.60081 -2.38580 4.07854
C 0.27403 -2.73568 4.29900
N -0.43944 -2.25839 3.27692
N 0.31782 -1.60667 2.40279
C 1.56530 -1.67415 2.85675
C 2.62840 -1.01237 2.00708
O 3.86501 -1.04895 2.59085
O 2.19047 0.27124 1.78222
H 4.05733 -2.32696 3.79530
H -0.14340 -3.29788 5.11152
H -1.43171 -2.35121 3.11360
C -7.56501 -0.67240 -2.79154
C -7.31935 -0.78336 -1.27972
C -7.96767 0.42455 -0.60222
C -7.99646 -2.05524 -0.73997
C -5.83609 -0.88062 -1.00201
C -5.18435 -0.03207 -0.10648
C -3.86229 -0.24618 0.17907
Br -3.01899 0.88333 1.49701
C -3.05232 -1.25971 -0.41374
O -1.84993 -1.46308 -0.03950
C -3.71455 -2.05403 -1.41839
C -5.06548 -1.85936 -1.63023
C -3.01618 -3.12917 -2.23901
C -3.52581 -4.50669 -1.77857
C -3.35198 -2.92779 -3.72864
C -1.49200 -3.10500 -2.11899
H -8.62466 -0.51071 -2.97237
H -7.26729 -1.57265 -3.32084
H -7.01464 0.16974 -3.20388
H -9.02934 0.43639 -0.83224
H -7.53671 1.35346 -0.96564
H -7.86669 0.37438 0.47843
H -9.05120 -2.04603 -1.00486
H -7.91589 -2.09363 0.34435
H -7.54765 -2.95753 -1.14758
H -5.70360 0.78381 0.36588
H -5.55508 -2.50254 -2.34223
H -4.59590 -4.60617 -1.94226
H -3.32432 -4.65233 -0.71870
H -3.02209 -5.29335 -2.33609
H -4.40248 -3.09404 -3.94598
H -2.77955 -3.63159 -4.32690
H -3.09004 -1.92076 -4.04499
H -1.16150 -3.36934 -1.11899
H -1.10937 -2.11718 -2.36221
H -1.06716 -3.82106 -2.81883
O 2.78307 -1.80990 0.80964
C 2.05689 -1.74586 -0.31680
O 1.33988 -0.82645 -0.65372
C 2.30373 -2.93667 -1.16017
C 3.00057 -4.05373 -0.69157
C 3.22631 -5.13590 -1.52492
C 2.74921 -5.12835 -2.82513
C 2.03970 -4.02162 -3.27747
C 1.81850 -2.92351 -2.46391
N 1.50558 -4.01445 -4.62698
O 1.73000 -4.97670 -5.32096
O 0.85539 -3.04824 -4.95617
H 3.36001 -4.07262 0.32584
H 3.76359 -5.99362 -1.15136
H 2.91698 -5.96077 -3.49163
H 1.26811 -2.07074 -2.83056
C 0.60122 3.17984 1.99265
P 0.53304 2.06461 0.53307
C 2.27119 1.95248 0.09029
C 2.88007 2.43437 -1.03646
C 4.19596 2.11693 -1.35442
C 4.88944 1.15899 -0.56080
C 4.30491 0.67658 0.53687
C 3.07559 1.19264 1.12614
C -0.32475 2.90581 -0.81796
C -0.22372 2.32495 -2.08456
C -0.98746 2.81277 -3.12719
C -1.88268 3.84912 -2.90976
C -2.01015 4.40101 -1.64652
C -1.23697 3.93255 -0.59922
P 1.19624 4.87671 1.41770
C 1.02529 5.81043 2.98881
C 1.09926 5.27014 4.26764
C 1.00909 6.09739 5.37265
C 0.83886 7.46265 5.21432
C 0.75736 8.00594 3.94312
C 0.85105 7.18295 2.83661
C 3.03212 4.72725 1.44881
C 3.68858 5.39422 0.41841
C 5.06972 5.44341 0.37422
C 5.81169 4.80929 1.35648
C 5.16762 4.15500 2.39401
C 3.78477 4.12627 2.45310
H 1.24185 2.69438 2.73369
H -0.40131 3.30426 2.41679
H 2.30911 3.05635 -1.71202
H 4.68596 2.54505 -2.21148
H 5.86542 0.82857 -0.88031
H 4.50375 -0.63443 1.94979
H 3.39190 1.90910 1.91674
H 0.45623 1.49503 -2.23634
H -0.90295 2.36911 -4.10667
H -2.48643 4.22010 -3.72342
H -2.72753 5.18635 -1.47056
H -1.33820 4.37188 0.38235
H 1.22125 4.20841 4.42025
H 1.07031 5.67392 6.36392
H 0.76551 8.10178 6.08044
H 0.61536 9.06788 3.81197
H 0.78769 7.59510 1.83785
H 3.09973 5.89064 -0.34174
H 5.56688 5.98351 -0.41752
H 6.88956 4.83924 1.32401
H 5.74855 3.67983 3.17067
H 3.29998 3.66889 3.30461

=====

102
Properties=species:S:1:pos:R:3 method="wB97M-V/def2-TZVPD" mol_weight_g_mol=996.32 max_force_ev_per_a=2.840 e_above_lowest_kj_mol=292.2 e_tot_ha=-3496.4620 homo_energy_ha=-0.186 multiplicity=1 charge=-1 homo_lumo_gap_ev=7.20
Ba -0.56543 1.04858 0.58933
O -1.93553 4.66628 3.08614
C -1.45842 3.79612 2.37729
N -2.00101 3.11398 1.31703
C -3.33915 3.30605 1.07231
O -4.11496 4.07770 1.61737
C -3.97145 2.41692 -0.02715
C -5.32079 2.62480 -0.30054
C -5.93553 1.84291 -1.25690
C -5.19207 0.86513 -1.90321
C -3.86288 0.72078 -1.56342
N -3.24432 1.48797 -0.65379
C 0.01561 3.42665 2.76847
C 0.40958 3.71884 4.07095
C 1.74153 3.59628 4.40220
C 2.65370 3.20469 3.43097
C 2.17289 2.87952 2.18363
N 0.87517 2.97183 1.84250
H -5.83448 3.39623 0.25375
H -6.98387 1.98771 -1.49267
H -5.62147 0.21800 -2.65707
H -3.26049 -0.05220 -2.02615
H -0.33747 4.06433 4.76902
H 2.07666 3.81398 5.40965
H 3.71154 3.11336 3.63714
H 2.84505 2.52773 1.40811
C 0.76076 -3.57347 -0.77070
C -0.24191 -2.50768 -1.13154
N 0.12224 -1.68884 -2.03874
N -0.77182 -0.88880 -2.74917
C -0.76499 0.39812 -2.57726
O -0.23529 1.08986 -1.63305
C -1.56762 1.16063 -3.60802
C -1.78493 2.51693 -3.41035
C -2.56457 3.24514 -4.30347
C -3.12659 2.61461 -5.40420
C -2.89623 1.25723 -5.61478
C -2.11678 0.53413 -4.72188
C -1.54854 -2.58262 -0.36727
C -2.01091 -3.79557 0.13119
C -3.15125 -3.81335 0.92301
C -3.80261 -2.62316 1.19932
C -3.27233 -1.46795 0.64877
N -2.16997 -1.43547 -0.09858
H 1.72724 -3.32591 -1.20499
H 0.45336 -4.54076 -1.18438
H 0.86656 -3.71349 0.30608
H -1.35664 2.98576 -2.53487
H -2.73879 4.29962 -4.12656
H -3.74100 3.17653 -6.09790
H -3.32775 0.76092 -6.47654
H -1.93017 -0.52292 -4.85886
H -1.48393 -4.71352 -0.08600
H -3.51259 -4.75290 1.32421
H -4.68083 -2.57654 1.82842
H -3.73281 -0.51094 0.85449
C 3.39907 1.00031 -1.29474
N 4.78996 1.12837 -1.77240
C 5.38955 -0.21217 -1.75558
N 4.65194 -1.17675 -2.58079
C 3.26248 -1.22346 -2.08459
N 2.62121 0.08483 -2.11109
C 2.61225 0.56137 -3.48710
N 3.97741 0.67113 -4.04038
C 4.73726 1.57868 -3.17069
C 4.60510 -0.65388 -3.95277
H 2.93402 1.99025 -1.32666
H 3.40149 0.64587 -0.26153
H 5.40444 -0.57430 -0.72534
H 6.41849 -0.14520 -2.11718
H 3.27021 -1.58875 -1.05387
H 2.67585 -1.90604 -2.69725
H 2.13721 1.54443 -3.52052
H 2.02441 -0.13059 -4.09355
H 4.27430 2.56694 -3.20028
H 5.75813 1.66075 -3.55090
H 5.62392 -0.58858 -4.34254
H 4.03768 -1.34984 -4.57364
N 2.89064 -6.03048 3.75410
C 2.40486 -4.75341 3.45908
C 2.72177 -4.13456 2.25696
C 2.27885 -2.84485 1.99391
C 1.51466 -2.16873 2.92712
C 1.19640 -2.77985 4.13968
C 1.63336 -4.06121 4.39861
S 1.01945 -0.52079 2.63607
O 1.59972 -0.17280 1.32250
O 1.46992 0.23707 3.78381
N -0.53969 -0.55246 2.46381
C -1.42736 0.14847 3.31758
S -1.17884 0.44535 5.02298
C -2.70330 1.21064 5.09213
C -3.28062 1.22462 3.87231
N -2.56896 0.60163 2.85829
H 3.13155 -6.59810 2.95899
H 2.36706 -6.54236 4.44448
H 3.31891 -4.66296 1.52121
H 2.52485 -2.35985 1.05945
H 0.60554 -2.25132 4.87852
H 1.38557 -4.53594 5.34182
H -3.07376 1.66812 5.99615
H -4.21860 1.71056 3.64244